This record from the Open Molecules 2025 dataset describes 3 unconnected molecules or ions with the total composition C10H28N2O3. The level of theory is ωB97M-V/def2-TZVPD.

Each line ends with the Löwdin charge.
Element x y z (Å)
C -1.201 -4.931 2.179  -0.07
C -0.635 -5.921 3.222  -0.41
C 0.835 -6.206 2.912  -0.31
O 1.347 -7.086 3.825  -0.16
C 2.785 -7.191 3.617  -0.08
N -0.765 -5.296 4.549  0.04
H -0.992 -3.895 2.445  0.07
H -2.274 -5.099 2.093  0.07
H -0.953 -5.004 1.120  0.07
H -1.110 -6.900 3.158  0.14
H 1.360 -5.251 2.883  0.12
H 1.043 -6.455 1.871  0.12
H 3.419 -6.336 3.850  0.09
H 2.977 -7.466 2.580  0.08
H 3.057 -8.064 4.210  0.09
H -0.343 -4.392 4.396  0.06
H -0.379 -5.892 5.268  0.07
C -2.938 4.169 -1.233  -0.07
C -2.972 4.715 -2.637  -0.44
C -2.661 6.257 -2.693  -0.19
O -3.590 7.010 -1.942  -0.20
C -3.079 8.254 -1.434  -0.09
N -1.891 4.021 -3.353  0.02
H -2.809 3.089 -1.302  0.07
H -3.896 4.433 -0.785  0.09
H -2.004 4.475 -0.763  0.09
H -3.894 4.336 -3.079  0.13
H -2.773 6.594 -3.723  0.12
H -1.644 6.440 -2.344  0.12
H -2.082 8.196 -0.996  0.08
H -3.876 8.657 -0.810  0.09
H -2.910 8.937 -2.267  0.08
H -2.029 3.079 -3.016  0.06
H -2.137 4.193 -4.317  0.07
C 5.030 0.656 -2.491  -0.09
C 4.148 0.313 -1.303  -0.35
O 2.880 -0.094 -1.757  -0.07
H 5.908 1.234 -2.203  0.07
H 4.510 1.386 -3.111  0.07
H 5.313 -0.294 -2.946  0.08
H 4.094 1.195 -0.665  0.10
H 4.607 -0.394 -0.611  0.11
H 2.523 0.529 -2.394  0.08

Computed properties:
LUMO energy in eV: 0.8
SMILES string: COC[C@H](C)N.COC[C@H](C)N.CCO
E_tot in eV: -19943.8876
Gap between HOMO and LUMO in eV: 9.79